# C19H44O12P2S

A molecular structure, C19H44O12P2S at a distorted geometry (ωB97M-V/def2-TZVPD, the OMol25 dataset).

Output
Gap between HOMO and LUMO in eV: 9.3
ΔE to the lowest compared entry with this formula, charge and spin in kcal/mol: 0.00
Energy in eV: -74398.8991
E_LUMO in eV: -0.439

```
! wB97M-V def2-TZVPD RIJCOSX def2/J DEFGRID3
* xyz 0 1
C -3.48 -1.61 -1.34
C -3.29 -0.35 -0.46
O -3.61 -0.60 0.91
C -4.30 0.55 1.40
C -4.34 0.58 2.94
C -4.73 -0.77 3.58
C -3.52 -1.66 4.06
S -1.89 -0.90 3.96
O -1.51 -0.56 5.31
O -0.92 -1.80 3.41
O -1.90 0.43 3.03
C -3.03 1.20 3.49
H -2.53 -1.96 -1.77
H -4.03 -2.42 -0.85
H -4.08 -1.32 -2.22
H -2.25 0.00 -0.55
H -3.91 0.44 -0.89
H -3.72 1.44 1.08
H -5.30 0.56 0.94
H -5.14 1.30 3.21
H -5.32 -0.54 4.48
H -5.39 -1.38 2.95
H -3.68 -1.91 5.12
H -3.51 -2.63 3.54
H -2.96 2.22 3.10
H -3.11 1.25 4.59
O 5.29 -1.89 5.63
P 4.88 -1.38 4.28
O 6.32 -1.18 3.53
C 7.06 -2.33 3.14
C 6.55 -2.91 1.83
O 4.56 0.18 4.67
C 4.14 0.54 5.99
C 5.30 1.14 6.76
O 4.04 -1.18 2.87
C 2.62 -1.49 2.88
C 1.80 -0.28 3.27
H 7.03 -3.08 3.94
H 8.10 -2.02 3.02
H 5.54 -3.31 1.95
H 7.20 -3.71 1.48
H 6.49 -2.13 1.07
H 3.72 -0.32 6.51
H 3.35 1.28 5.88
H 6.14 0.46 6.80
H 4.99 1.39 7.78
H 5.65 2.05 6.26
H 2.42 -2.33 3.54
H 2.36 -1.79 1.86
H 1.87 -0.09 4.34
H 0.75 -0.44 3.04
H 2.15 0.62 2.76
O -2.13 0.47 -4.62
P -1.20 1.23 -5.52
O -1.60 2.79 -5.20
C -1.22 3.34 -3.93
C 0.23 3.79 -3.93
O -2.01 1.07 -6.94
C -2.85 -0.05 -7.18
C -4.31 0.33 -7.01
O 0.15 1.69 -6.36
C 1.08 0.65 -6.76
C 0.71 0.06 -8.11
H -1.40 2.62 -3.13
H -1.87 4.20 -3.76
H 0.90 2.93 -4.02
H 0.47 4.32 -3.01
H 0.43 4.44 -4.79
H -2.59 -0.89 -6.54
H -2.68 -0.37 -8.21
H -4.50 0.74 -6.02
H -4.96 -0.53 -7.16
H -4.58 1.11 -7.73
H 1.13 -0.13 -5.99
H 2.06 1.11 -6.81
H -0.15 -0.60 -8.02
H 1.54 -0.53 -8.50
H 0.46 0.85 -8.82
*
```

=====

# C19H45AlCl2N9O17S2

A molecular structure, C19H45AlCl2N9O17S2 at a distorted geometry (ωB97M-V/def2-TZVPD, the OMol25 dataset).

Output
Gap between HOMO and LUMO in eV: 6.9
ΔE to the lowest compared entry with this formula, charge and spin in kcal/mol: 0.00
Energy in eV: -121940.7585
E_LUMO in eV: 1.651

```
! wB97M-V def2-TZVPD RIJCOSX def2/J DEFGRID3
* xyz -1 1
C 4.02 -2.42 -1.80
C 3.82 -2.50 -0.25
Cl 2.41 -3.71 -0.03
C 3.33 -1.12 0.36
Cl 1.60 -0.83 -0.19
Al 4.62 0.41 -0.13
C 4.18 2.19 0.78
C 3.65 3.18 -0.34
C 2.26 2.74 -0.88
S 0.82 3.14 0.23
C -0.57 2.51 -0.79
S -0.83 3.29 -2.26
N -1.39 1.44 -0.38
C -1.06 0.96 0.97
C -1.77 -0.41 1.33
O -2.75 -0.81 0.37
C -2.15 -0.94 -0.92
C -1.39 0.36 -1.39
H 4.01 -3.48 -2.17
H 3.17 -1.91 -2.30
H 5.00 -1.99 -2.07
H 4.73 -2.87 0.26
H 3.33 -1.23 1.46
H 4.78 0.66 -1.70
H 6.08 -0.06 0.42
H 3.50 2.13 1.65
H 5.15 2.64 1.12
H 4.36 3.16 -1.20
H 3.65 4.22 0.05
H 2.07 3.28 -1.83
H 2.25 1.65 -1.12
H 0.04 0.75 1.08
H -1.29 1.71 1.76
H -1.00 -1.22 1.37
H -2.21 -0.33 2.33
H -2.99 -1.14 -1.61
H -1.43 -1.78 -0.95
H -1.92 0.73 -2.29
H -0.33 0.14 -1.68
C -1.90 3.03 -5.78
N -2.29 2.52 -7.12
O -1.69 2.94 -8.08
O -3.19 1.71 -7.16
H -1.09 3.74 -5.90
H -2.77 3.52 -5.35
H -1.58 2.19 -5.18
C -1.30 -4.13 3.06
N -0.71 -3.36 4.18
O -1.08 -3.63 5.31
O 0.09 -2.51 3.88
H -2.00 -4.85 3.47
H -1.81 -3.43 2.41
H -0.49 -4.63 2.56
C 3.11 6.22 3.99
N 2.55 5.74 2.70
O 1.89 6.53 2.05
O 2.79 4.60 2.39
H 2.82 7.25 4.13
H 2.70 5.59 4.78
H 4.19 6.12 3.93
C -0.20 -6.05 -1.38
N -0.71 -6.07 0.01
O -1.06 -5.02 0.50
O -0.72 -7.14 0.57
H -0.24 -5.03 -1.75
H 0.82 -6.41 -1.37
H -0.84 -6.70 -1.97
C 5.47 -1.49 -6.43
N 5.04 -1.51 -5.01
O 4.82 -0.45 -4.47
O 4.95 -2.60 -4.48
H 5.51 -0.46 -6.76
H 6.45 -1.96 -6.48
H 4.73 -2.05 -7.00
C -6.11 4.23 -5.53
N -5.02 5.08 -4.98
O -4.26 5.60 -5.77
O -4.96 5.19 -3.78
H -6.04 4.23 -6.62
H -5.98 3.23 -5.13
H -7.05 4.66 -5.21
C -3.17 -3.50 7.59
N -4.50 -4.13 7.75
O -4.54 -5.34 7.86
O -5.46 -3.40 7.75
H -2.41 -4.27 7.61
H -3.16 -2.98 6.65
H -3.03 -2.81 8.42
C -4.17 0.36 5.15
N -3.25 -0.64 5.76
O -3.35 -0.84 6.95
O -2.46 -1.19 5.02
H -4.81 0.76 5.92
H -3.55 1.14 4.71
H -4.75 -0.16 4.39
*
```

=====

# C19H45ClN2NbO7S2

A molecular structure, C19H45ClN2NbO7S2 at a distorted geometry (ωB97M-V/def2-TZVPD, the OMol25 dataset).

Output
Gap between HOMO and LUMO in eV: 5.2
Energy in eV: -73476.0364
E_LUMO in eV: 1.451

```
! wB97M-V def2-TZVPD RIJCOSX def2/J DEFGRID3
* xyz -1 1
C 1.50 -6.74 0.54
C 0.24 -6.54 0.19
C -1.23 -6.34 -0.49
C -1.05 -5.90 -2.06
C -0.95 -4.26 -2.24
Nb 1.20 -3.67 -2.74
C 1.06 -5.03 -4.57
N -0.31 -5.18 -5.16
C 3.45 -3.28 -3.08
C 4.24 -4.54 -3.71
O 5.44 -4.77 -2.85
C 0.55 -1.94 -4.08
C 1.41 -1.74 -5.44
C 0.56 -2.18 -6.77
Cl 1.50 -1.44 -8.21
C 1.33 -2.16 -1.01
N 0.44 -2.49 0.16
C -0.63 -1.41 0.28
H 2.66 -6.82 0.47
H -1.75 -7.37 -0.38
H -1.83 -5.56 0.11
H -0.09 -6.44 -2.42
H -1.93 -6.29 -2.71
H -1.35 -3.83 -1.25
H -1.70 -3.91 -3.06
H 1.74 -5.07 -1.67
H 1.76 -4.60 -5.39
H 1.45 -6.10 -4.29
H -0.80 -6.03 -4.85
H -0.88 -4.33 -5.07
H 3.64 -2.28 -3.67
H 3.91 -3.09 -2.03
H 3.66 -5.53 -3.69
H 4.63 -4.29 -4.77
H 5.17 -5.55 -2.29
H 0.49 -0.93 -3.52
H -0.54 -2.18 -4.41
H 2.39 -2.34 -5.49
H 1.57 -0.59 -5.56
H -0.51 -1.76 -6.75
H 0.55 -3.33 -6.86
H 2.43 -2.24 -0.62
H 1.21 -1.09 -1.43
H 1.00 -2.49 1.04
H -0.18 -0.34 0.36
H -1.29 -1.69 1.19
H -1.27 -1.44 -0.69
O -0.59 1.51 2.75
S -0.37 2.74 2.03
O 0.79 2.93 1.20
O -0.49 3.98 3.07
C 0.34 3.98 4.23
C 1.78 4.34 3.89
C -1.81 3.10 1.07
H 0.28 3.02 4.75
H -0.06 4.74 4.90
H 2.24 3.56 3.27
H 2.37 4.45 4.80
H 1.82 5.27 3.32
H -2.70 2.99 1.70
H -1.85 2.39 0.25
H -1.73 4.12 0.68
O -0.85 7.64 5.66
S -1.79 8.72 5.85
O -1.93 9.40 7.11
O -3.25 8.25 5.34
C -3.81 7.06 5.91
C -4.33 7.31 7.32
C -1.50 9.94 4.60
H -3.09 6.24 5.88
H -4.65 6.77 5.27
H -3.50 7.52 8.00
H -4.85 6.43 7.69
H -5.00 8.16 7.34
H -1.43 9.45 3.63
H -0.56 10.45 4.83
H -2.32 10.66 4.61
*
```

=====

# C19H45F6HgN2O12S7

A molecular structure, C19H45F6HgN2O12S7 at a distorted geometry (ωB97M-V/def2-TZVPD, the OMol25 dataset).

Output
Gap between HOMO and LUMO (alpha / beta) in eV: 6.6 / 7.5
Energy in eV: -144298.6612
E_LUMO (alpha / beta) in eV: -0.210 / -0.693

```
! wB97M-V def2-TZVPD RIJCOSX def2/J DEFGRID3
* xyz 0 2
Hg 2.54 0.75 -1.88
C 1.18 2.01 1.91
F 0.30 2.91 1.49
F 2.35 2.58 1.56
F 1.11 1.92 3.21
S 1.03 0.36 1.06
O 2.34 -0.21 1.00
O 0.15 -0.47 1.83
N 0.74 0.84 -0.59
S -0.85 0.81 -0.73
O -1.39 -0.48 -1.28
O -1.70 1.28 0.38
C -1.26 2.11 -2.16
F -0.17 2.14 -2.92
F -2.28 1.64 -2.89
F -1.53 3.31 -1.75
C 2.55 5.14 -3.41
S 1.96 4.42 -1.86
O 2.41 2.99 -1.73
C 3.11 5.42 -0.77
H 3.61 5.02 -3.62
H 2.33 6.20 -3.51
H 1.96 4.61 -4.16
H 2.65 6.41 -0.79
H 4.15 5.53 -1.07
H 3.03 5.08 0.26
C 5.30 -2.98 -1.83
S 4.14 -2.49 -0.57
O 3.37 -1.40 -1.28
C 2.96 -3.96 -0.79
H 5.63 -4.02 -1.77
H 6.14 -2.29 -1.88
H 4.72 -2.88 -2.75
H 2.02 -3.60 -0.37
H 3.33 -4.90 -0.38
H 2.90 -4.04 -1.87
C 3.33 0.15 4.78
S 2.66 -1.27 5.72
O 3.08 -1.06 7.15
C 0.93 -0.70 5.56
H 4.41 0.01 4.69
H 3.02 1.13 5.15
H 2.96 0.14 3.75
H 0.73 -0.35 4.55
H 0.62 -0.19 6.47
H 0.45 -1.66 5.72
C 5.38 1.39 1.87
S 5.73 1.19 0.04
O 4.43 1.22 -0.78
C 6.55 2.79 -0.33
H 5.07 0.37 2.11
H 4.71 2.23 2.05
H 6.32 1.48 2.40
H 6.76 3.44 0.52
H 5.98 3.42 -1.02
H 7.48 2.62 -0.86
C -2.48 -2.43 1.26
S -0.91 -3.42 0.95
O -0.89 -4.81 1.57
C -1.10 -3.79 -0.86
H -2.67 -1.79 0.40
H -2.17 -1.89 2.16
H -3.41 -2.98 1.41
H -0.77 -4.73 -1.31
H -0.85 -2.86 -1.39
H -2.16 -3.94 -1.06
C -6.13 -1.91 -4.25
O -7.22 -1.99 -3.68
N -4.97 -2.14 -3.69
C -4.81 -2.80 -2.41
C -3.87 -1.50 -4.37
H -6.00 -1.69 -5.32
H -5.69 -3.39 -2.16
H -4.73 -2.06 -1.61
H -3.98 -3.49 -2.55
H -2.92 -2.02 -4.35
H -4.02 -1.41 -5.45
H -3.63 -0.62 -3.77
O -6.48 -1.78 2.12
C -5.70 -0.78 2.10
O -5.37 0.04 1.14
C -6.17 0.30 0.03
C -5.36 1.51 -0.56
C -4.72 -0.67 3.34
H -7.09 0.58 0.54
H -6.34 -0.61 -0.55
H -4.41 1.14 -0.94
H -5.14 2.28 0.18
H -5.96 1.94 -1.36
H -4.68 -1.69 3.72
H -4.85 -0.04 4.22
H -3.73 -0.67 2.89
*
```

=====

# C19H45FNO8P2

3 unconnected molecules or ions with the total composition C19H45FNO8P2 at a distorted geometry (ωB97M-V/def2-TZVPD, the OMol25 dataset).

Output
Gap between HOMO and LUMO in eV: 9.7
ΔE to the lowest compared entry with this formula, charge and spin in kcal/mol: 0.00
Energy in eV: -59595.9958
E_LUMO in eV: -2.459

```
! wB97M-V def2-TZVPD RIJCOSX def2/J DEFGRID3
* xyz 1 1
C 3.95 0.63 0.15
C 2.73 0.11 -0.61
C 1.97 -0.98 0.13
F 2.28 -0.93 1.45
N 0.48 -1.00 -0.06
C -0.12 -0.61 -1.37
C -1.48 0.06 -1.01
C -1.08 0.77 0.30
C -0.43 -0.44 1.02
H 4.50 1.30 -0.52
H 3.63 1.22 1.01
H 4.64 -0.15 0.45
H 3.06 -0.30 -1.57
H 2.10 0.96 -0.86
H 2.33 -1.95 -0.23
H 0.28 -2.00 -0.01
H -0.27 -1.43 -2.07
H 0.42 0.14 -1.94
H -2.14 -0.74 -0.68
H -1.86 0.69 -1.80
H -0.24 1.44 0.16
H -1.88 1.10 0.96
H 0.02 -0.16 1.96
H -1.18 -1.21 1.18
O -0.51 -4.51 -2.92
P -0.69 -5.96 -2.73
O -1.89 -6.25 -1.71
C -3.22 -5.84 -2.05
C -3.84 -6.69 -3.14
O 0.55 -6.45 -1.81
C 1.58 -5.54 -1.46
C 1.25 -4.85 -0.16
O -0.73 -7.28 -3.61
C -0.40 -7.22 -5.03
C 1.00 -6.70 -5.27
H -3.22 -4.79 -2.34
H -3.80 -5.93 -1.14
H -3.35 -6.52 -4.11
H -4.90 -6.46 -3.26
H -3.73 -7.75 -2.91
H 1.73 -4.81 -2.26
H 2.50 -6.11 -1.37
H 0.23 -4.44 -0.17
H 1.96 -4.04 0.03
H 1.30 -5.54 0.68
H -1.14 -6.60 -5.54
H -0.50 -8.23 -5.40
H 1.09 -5.65 -4.96
H 1.25 -6.75 -6.33
H 1.73 -7.27 -4.70
O 0.88 7.32 2.68
P -0.11 6.25 2.84
O -0.05 5.24 1.59
C 1.15 4.51 1.34
C 1.37 3.39 2.34
O -1.56 6.90 2.56
C -1.71 8.30 2.33
C -1.66 8.64 0.86
O -0.63 5.25 3.97
C -0.18 5.44 5.34
C -0.54 6.80 5.88
H 2.00 5.19 1.32
H 1.04 4.09 0.33
H 1.62 3.79 3.33
H 2.20 2.75 2.03
H 0.47 2.79 2.45
H -0.97 8.87 2.89
H -2.69 8.57 2.74
H -0.77 8.20 0.39
H -1.63 9.72 0.71
H -2.53 8.23 0.34
H 0.90 5.28 5.38
H -0.65 4.65 5.93
H -0.02 7.60 5.34
H -0.27 6.88 6.93
H -1.61 6.99 5.78
*
```